No. 1
Below is a structure of composition C39H30Cl3N6O4STi in a non-equilibrium geometry, with properties calculated with ωB97M-V/def2-TZVPD.

Computed properties:
* ⟨S²⟩: 2.01
* LUMO energy (spin up / spin down): 2.28 / 2.27 eV
* gap between HOMO and LUMO (spin up / spin down): 5.654 / 6.430 eV
* net charge: -1
* highest occupied orbital energy (spin up / spin down): -3.371 / -4.159 eV
* E: -4761.99361 Ha
* multiplicity: 3

Last column: Löwdin charge in e.
CARTESIAN COORDINATES (ANGSTROEM)
Ti -2.3041 0.4532 0.8414  1.126
O -4.0365 0.7628 -0.0025  -0.151
C -5.2142 0.2158 -0.0127  -0.335
C -6.2025 0.6723 -0.9182  -0.014
C -7.4571 0.1114 -0.9313  -0.108
C -7.7964 -0.9251 -0.0569  -0.122
C -6.8443 -1.3830 0.8264  -0.065
C -5.5574 -0.8339 0.8662  -0.146
C -4.6015 -1.3778 1.8067  -0.077
N -3.4005 -0.9794 1.9610  -0.079
N -2.7060 -1.7191 2.9243  0.072
C -1.4937 -1.2215 3.0403  -0.466
O -1.0581 -0.2150 2.4029  -0.117
C -0.5563 -1.9208 3.9668  -0.137
C 0.7505 -1.4623 4.0667  -0.032
C 1.6576 -2.1078 4.8914  -0.095
C 1.2551 -3.2036 5.6423  -0.105
C -0.0577 -3.6547 5.5616  -0.095
C -0.9620 -3.0168 4.7253  -0.035
H -5.9280 1.4720 -1.5940  0.111
H -8.1957 0.4795 -1.6357  0.095
H -8.7860 -1.3630 -0.0736  0.087
H -7.0864 -2.1906 1.5107  0.105
H -4.9259 -2.2080 2.4322  0.122
H 1.0430 -0.6113 3.4660  0.112
H 2.6837 -1.7640 4.9372  0.094
H 1.9660 -3.7095 6.2854  0.094
H -0.3752 -4.5115 6.1443  0.094
H -1.9838 -3.3608 4.6390  0.102
O -1.2001 -0.6234 -0.4289  -0.181
C -0.7973 0.3603 -1.2286  -0.382
C -0.3535 0.0317 -2.4976  -0.052
C 0.3447 0.7930 -3.4977  -0.126
C 0.9918 1.9809 -3.4970  -0.068
C 1.0314 2.9612 -2.3438  -0.273
C -1.0636 1.6944 -0.6548  -0.290
C -0.7744 2.7543 1.4695  -0.377
N -1.9872 2.4208 1.8861  0.040
C -2.2139 3.1649 3.0225  -0.125
C -1.1544 3.9667 3.2760  -0.101
N -0.2291 3.6921 2.2733  0.127
H -0.5404 -1.0021 -2.7708  0.092
H 0.4264 0.2516 -4.4428  0.069
H 1.4719 2.2912 -4.4216  0.093
H 1.6634 3.8127 -2.6364  0.131
H -3.1314 3.0765 3.5810  0.104
H -0.9668 4.6923 4.0480  0.095
H 0.6464 4.1386 2.0700  0.132
Cl 5.1255 -3.1643 2.7795  0.647
C 4.5332 -2.0776 1.5504  -0.661
C 3.2033 -2.1254 1.1703  -0.089
C 2.7731 -1.2907 0.1473  0.013
C 3.6470 -0.4075 -0.4946  -0.190
C 3.1268 0.4362 -1.6447  -0.275
C 3.0082 1.9243 -1.2918  -0.103
N 1.6436 2.3682 -1.1435  -0.075
C -0.3912 3.4589 -2.2253  -0.051
C -1.3661 2.7945 -1.6087  -0.047
N -0.1649 2.1834 0.3960  0.001
C 1.1699 2.5707 0.1275  -0.071
O 3.9414 0.3611 -2.8125  -0.139
C 4.1069 -0.9295 -3.3558  -0.167
C 3.0720 -1.2370 -4.3996  -0.310
C 2.9921 -0.6372 -5.6177  -0.982
Cl 4.0486 0.5733 -6.2278  0.655
S 1.6924 -1.2172 -6.5732  0.980
C 1.2123 -2.2906 -5.3240  -0.416
C 2.0288 -2.1946 -4.2432  -0.146
C 4.9605 -0.3632 -0.0327  -0.571
Cl 6.0982 0.7440 -0.7515  0.735
C 5.4239 -1.1947 0.9722  -0.138
H 2.5137 -2.8048 1.6572  0.110
H 1.7303 -1.3186 -0.1637  0.128
H 2.1157 0.0793 -1.8498  0.123
H 3.5394 2.5048 -2.0499  0.135
H 3.5126 2.1161 -0.3414  0.109
H -0.6167 4.3042 -2.8707  0.098
H -2.4026 3.0851 -1.7706  0.101
H 1.8812 2.3672 0.9289  0.115
H 4.0557 -1.7002 -2.5818  0.126
H 5.1084 -0.9630 -3.7858  0.127
H 0.3416 -2.9184 -5.4421  0.070
H 1.8876 -2.7656 -3.3337  0.120
H 6.4571 -1.1566 1.2872  0.101

No. 2
Below is a cluster of 9 separate species, C21H60O9 in total in a non-equilibrium geometry, with properties calculated with ωB97M-V/def2-TZVPD.

Computed properties:
* LUMO energy: 0.55 eV
* gap between HOMO and LUMO: 9.655 eV
* net charge: 0
* SMILES: CC(C)O.CC(C)O.CC(C)O.CCO.CCO.CCO.CCO.CCO.CCO
* highest occupied orbital energy: -9.108 eV
* E: -1513.11920 Ha

Last column: Löwdin charge in e.
CARTESIAN COORDINATES (ANGSTROEM)
C 0.7930 -4.3357 -1.5337  -0.045
C 0.4101 -4.2494 -0.0844  -0.507
C 1.5451 -3.9225 0.8536  -0.068
O -0.6382 -3.2798 0.1129  -0.079
H -0.0621 -4.6968 -2.0426  0.077
H 1.5774 -5.1155 -1.5088  0.098
H 1.1643 -3.3940 -1.8332  0.063
H 0.0050 -5.1998 0.1453  0.115
H 1.1653 -3.7120 1.8705  0.080
H 2.2378 -3.1180 0.5568  0.083
H 2.1751 -4.7993 0.8840  0.071
H -0.8049 -2.8568 -0.7728  0.060
C -3.5748 2.4846 -1.3037  -0.052
C -4.1162 1.8629 -0.0383  -0.446
C -5.6877 1.7137 0.0122  -0.044
O -3.5186 0.5302 0.1318  -0.121
H -4.0376 3.4396 -1.3469  0.068
H -3.8318 1.8924 -2.1796  0.069
H -2.4744 2.4192 -1.2332  0.082
H -3.9394 2.4656 0.9049  0.145
H -6.0947 1.2479 -0.8803  0.066
H -6.0975 2.7022 0.1518  0.067
H -5.7925 1.1040 0.8725  0.056
H -3.4506 0.3711 1.1106  0.012
C 2.8436 2.9634 3.0143  -0.075
C 1.8820 2.7256 4.1702  -0.464
C 0.9501 3.9225 4.4120  -0.053
O 1.0440 1.5801 3.8309  -0.082
H 3.4230 2.1682 2.5455  0.064
H 3.6609 3.7067 3.3133  0.100
H 2.3080 3.4886 2.1819  0.092
H 2.4091 2.4902 5.1453  0.141
H 0.4944 3.9203 5.3844  0.067
H 0.0691 3.7222 3.7800  0.084
H 1.4337 4.8419 4.0667  0.082
H 1.5730 0.8308 3.5691  0.047
C 6.9520 1.8910 -0.8888  -0.113
C 7.8893 1.7280 0.2755  -0.355
O 7.4904 2.6128 1.3115  -0.101
H 6.9394 1.0796 -1.5867  0.059
H 7.1209 2.8905 -1.4581  0.108
H 5.9266 1.9102 -0.5326  0.066
H 8.9179 1.9407 -0.0996  0.118
H 7.7478 0.6754 0.5462  0.106
H 8.1367 2.4922 2.0711  0.113
C -1.6373 -0.9349 4.3290  -0.079
C -1.7727 -0.1119 3.0805  -0.254
O -3.0770 -0.2909 2.4394  -0.103
H -1.5974 -2.0085 4.1033  0.077
H -2.4795 -0.7933 5.0276  0.087
H -0.6824 -0.7294 4.8248  0.070
H -1.0533 -0.3487 2.3029  0.115
H -1.7268 0.9331 3.2735  0.099
H -3.3309 -1.2294 2.4854  0.115
C -1.8892 1.0558 -7.6521  -0.086
C -1.9586 0.7517 -6.1522  -0.261
O -3.0498 1.4636 -5.5442  -0.083
H -2.5411 0.5134 -8.2777  0.050
H -0.9385 0.7418 -8.0865  0.075
H -2.0219 2.0878 -7.9981  0.083
H -1.1559 1.2768 -5.7089  0.096
H -2.0370 -0.3246 -5.9312  0.119
H -3.7137 1.5984 -6.1698  0.049
C -4.9603 -2.5657 -2.5366  -0.065
C -4.6577 -1.0576 -2.7990  -0.288
O -3.7490 -0.9173 -3.9149  -0.099
H -5.0093 -3.0812 -3.5061  0.073
H -5.8391 -2.6990 -1.8941  0.072
H -4.0880 -2.9987 -1.9713  0.079
H -4.3609 -0.6529 -1.8680  0.067
H -5.5620 -0.5421 -3.1361  0.109
H -3.6390 0.0117 -4.1007  0.034
C 3.8400 -1.6347 4.7166  -0.097
C 3.6337 -1.6554 3.2149  -0.326
O 4.8357 -1.3567 2.4873  -0.086
H 4.3267 -0.6056 4.9359  0.104
H 4.4063 -2.4623 5.1460  0.067
H 2.8390 -1.7246 5.2504  0.092
H 2.9218 -0.8595 2.9523  0.088
H 3.1226 -2.5534 2.8349  0.094
H 5.4420 -0.9851 3.1487  0.072
C 0.6571 -0.0712 -1.6438  -0.081
C -0.7993 -0.1508 -1.9694  -0.319
O -1.2978 -1.4638 -2.2071  -0.086
H 1.2194 -0.7571 -2.2896  0.076
H 0.8732 -0.3179 -0.6126  0.062
H 0.9579 0.9809 -1.8617  0.089
H -1.0071 0.4755 -2.8417  0.102
H -1.4440 0.3085 -1.1636  0.104
H -2.1628 -1.4496 -2.6175  0.042

No. 3
Below is a cluster of 4 separate species, C39H58I2N3O14P2 in total in a non-equilibrium geometry, with properties calculated with ωB97M-V/def2-TZVPD.

Computed properties:
* LUMO energy: -4.13 eV
* gap between HOMO and LUMO: 5.226 eV
* net charge: +1
* highest occupied orbital energy: -9.358 eV
* E: -4015.69261 Ha

Last column: Löwdin charge in e.
CARTESIAN COORDINATES (ANGSTROEM)
C -6.4792 -2.4390 4.2888  -0.090
C -5.8770 -2.2597 2.7396  -0.264
O -6.8096 -1.5607 1.8434  -0.223
C -6.5121 -1.8762 0.4086  -0.142
C -4.9613 -1.4164 0.1195  -0.204
O -4.7053 -0.9096 -1.2361  -0.203
C -3.2474 -1.0089 -1.5786  -0.145
C -2.2531 -0.4965 -0.3846  -0.155
O -0.8686 -0.2135 -0.7887  -0.202
C -0.7487 0.7649 -1.8463  -0.189
C 0.4596 1.8716 -1.7623  -0.263
P 0.2558 2.6523 -3.5175  0.774
N 1.4708 3.6682 -3.9429  -0.161
O -1.3296 3.2792 -3.8699  -0.304
O 0.4049 1.4283 -4.8043  -0.214
C 1.9868 1.2690 -1.9491  -0.159
N 2.4461 0.2126 -1.0108  -0.369
C 2.1664 -1.1250 -1.6209  -0.134
C 2.5455 -2.4568 -0.7502  -0.342
C 3.3464 -3.6259 -1.6255  -0.053
O 1.2770 -3.0056 -0.1879  -0.109
P 4.2739 0.3000 -1.0648  0.859
N 4.8084 0.6304 -2.5927  -0.242
C 2.0196 0.5384 0.3516  -0.110
C 1.0990 1.7857 0.7245  -0.192
O 0.0640 1.2019 1.6494  -0.102
C 0.4832 2.8052 -0.4215  -0.256
C 1.1988 4.2634 -0.5526  -0.149
C 2.7675 4.4921 -0.4463  -0.390
C 3.0635 5.9317 0.3666  -0.057
O 3.6629 3.5353 0.1523  -0.139
C -1.0128 3.2212 0.1960  -0.548
I -2.0865 4.7478 -1.0461  0.814
C -1.2050 3.9092 1.6175  -0.733
C -0.0095 4.2464 2.6403  -0.224
I -2.3617 5.8347 1.6040  0.665
H -6.7766 -1.4109 4.7699  0.088
H -5.5476 -2.8325 4.9228  0.056
H -7.2957 -3.2735 4.3683  0.080
H -5.5698 -3.3090 2.2668  0.129
H -4.8431 -1.6828 2.8944  0.124
H -6.7483 -2.9926 0.1444  0.137
H -7.1972 -1.1287 -0.2212  0.152
H -4.2530 -2.3463 0.3157  0.132
H -4.7426 -0.5170 0.8743  0.142
H -3.1335 -0.4564 -2.6036  0.116
H -3.0567 -2.1644 -1.8118  0.149
H -2.7970 0.3768 0.1747  0.131
H -2.1876 -1.3928 0.4016  0.152
H -1.7568 1.4091 -1.8294  0.143
H -0.8124 0.1724 -2.8643  0.125
H 2.0974 3.7618 -3.1263  -0.061
H -1.2213 4.2630 -4.0344  0.064
H 0.6015 0.5303 -4.4395  0.047
H 2.2005 0.8341 -3.0404  0.141
H 2.7928 2.1475 -1.8650  0.129
H 2.8880 -1.1816 -2.5760  0.139
H 1.0984 -1.2954 -2.0622  0.166
H 3.2784 -2.2010 0.1527  0.134
H 4.4907 -3.6927 -1.2966  0.100
H 3.3102 -3.4215 -2.7787  0.095
H 2.8588 -4.6704 -1.3882  0.099
H 0.9542 -3.7844 -0.7450  0.119
H 4.8017 1.2268 -0.0986  0.026
H 4.8857 -0.9900 -0.7483  0.058
H 5.3871 1.5183 -2.4982  0.008
H 3.0196 0.6303 1.0079  0.136
H 1.5315 -0.4569 0.8060  0.173
H 1.7239 2.4886 1.4615  0.152
H 0.5148 0.8638 2.4883  0.136
H 0.7156 5.1192 0.1339  0.109
H 0.8738 4.6928 -1.6240  0.099
H 3.2021 4.7282 -1.5347  0.150
H 4.1960 6.1860 0.0908  0.101
H 2.4112 6.7334 -0.1832  0.098
H 2.8737 5.8453 1.5182  0.090
H 4.6061 3.5804 -0.2191  0.129
H -1.7789 2.3036 0.1518  0.086
H -1.9557 3.2247 2.2555  0.113
H -0.5070 4.7668 3.5953  0.078
H 0.5612 3.3057 3.1054  0.088
H 0.8245 4.9837 2.2907  0.063
C 8.4810 1.7187 1.8503  0.025
C 9.1267 1.3753 2.9691  0.036
C 9.1239 -0.0174 3.4584  -0.371
O 9.7130 -0.3322 4.4833  0.127
C 8.3818 -1.0158 2.6632  0.035
C 7.7361 -0.6724 1.5445  0.016
C 7.7389 0.7203 1.0551  -0.380
O 7.1499 1.0351 0.0302  0.030
H 8.4724 2.7358 1.4779  0.124
H 9.6762 2.0958 3.5631  0.131
H 8.3904 -2.0329 3.0356  0.129
H 7.1866 -1.3929 0.9505  0.112
C -3.4059 1.2678 -7.4904  0.035
C -2.7602 0.9244 -6.3717  0.028
C -2.7630 -0.4683 -5.8824  -0.369
O -2.1739 -0.7831 -4.8575  0.056
C -3.5051 -1.4666 -6.6776  0.024
C -4.1508 -1.1233 -7.7963  0.031
C -4.1480 0.2695 -8.2857  -0.376
O -4.7370 0.5842 -9.3106  0.115
H -3.4145 2.2849 -7.8628  0.127
H -2.2107 1.6449 -5.7777  0.095
H -3.4965 -2.4837 -6.3052  0.122
H -4.7003 -1.8437 -8.3903  0.127
C -4.7195 -5.8416 5.5887  0.021
C -4.8612 -7.0048 6.2315  0.028
C -3.9483 -7.3920 7.3250  -0.380
O -4.0761 -8.4573 7.9126  0.111
C -2.8743 -6.4437 7.6817  0.026
C -2.7325 -5.2805 7.0389  0.021
C -3.6454 -4.8934 5.9453  -0.382
O -3.5176 -3.8280 5.3578  0.071
H -5.3799 -5.5426 4.7839  0.116
H -5.6444 -7.7107 5.9822  0.126
H -2.2138 -6.7427 8.4864  0.125
H -1.9494 -4.5746 7.2882  0.121

No. 4
Below is a cluster of 3 separate species, C2H7NO4 in total in a non-equilibrium geometry, with properties calculated with ωB97M-V/def2-TZVPD.

Computed properties:
* ⟨S²⟩: 0.77
* LUMO energy (spin up / spin down): 3.26 / 3.19 eV
* gap between HOMO and LUMO (spin up / spin down): 2.948 / 7.385 eV
* net charge: -1
* highest occupied orbital energy (spin up / spin down): 0.311 / -4.199 eV
* E: -436.10666 Ha
* multiplicity: 2

Last column: Löwdin charge in e.
CARTESIAN COORDINATES (ANGSTROEM)
O -1.6430 2.2094 -0.0432  -0.169
C -0.4283 1.9770 -0.2372  -0.413
N 0.0916 0.6795 -0.2021  0.031
C 1.4936 0.5446 0.0172  -0.456
O 2.2844 1.4833 -0.1812  -0.140
H 0.2399 2.7498 -0.6588  0.095
H -0.4747 0.0636 0.3564  0.067
H 1.7339 -0.5304 0.1534  0.071
H -1.8895 0.8984 1.3406  -0.003
H -2.5693 -0.2243 2.2574  0.025
O -1.8673 -0.0198 1.6406  -0.084
H 0.4752 -3.7539 -1.7716  0.016
H 1.6306 -3.1544 -1.0418  0.014
O 0.9227 -2.9228 -1.6298  -0.053

For the records above, the corresponding relative energy (zero: lowest compared OMol25 entry of this formula, charge and spin) values read 406.5; 336.8; 865.6; 21.8 kJ/mol.